Arrangement 1

Computed, not measured: C2H4ClNO3 as an isolated structure, with wB97M-V/def2-TZVPD.

Geometry as ORCA input:
```
! RIJCOSX wB97M-V def2-TZVPD def2/J DEFGRID3
* xyz 0 1
Cl 1.67 1.77 -0.05
O 1.04 -0.90 -1.46
O -0.14 -0.18 1.59
O 1.56 -1.44 0.57
N 0.99 -0.78 -0.28
C -0.12 0.02 0.37
C -1.23 0.43 -0.43
H -1.36 1.47 -0.49
H 0.86 -0.86 1.74
H -2.27 0.10 0.02
H -0.99 0.37 -1.56
*
```

Properties
- E_HOMO (spin up / spin down): -0.361 / -0.361 Eh
- LUMO level (spin up / spin down): -1.794 / -1.795 eV
- Gap between HOMO and LUMO (spin up / spin down): 8.02 / 8.02 eV

Mulliken atomic charge list, values in e, 6 entries:
1 Cl -0.4115
2 O -0.4942
3 O -0.4606
4 O -0.6135
5 N 1.0194
6 C 0.3958

***

Arrangement 2

Computed, not measured: a 2-piece molecular cluster, C2H4ClNO3 overall, with wB97M-V/def2-TZVPD.

Geometry as ORCA input:
```
! RIJCOSX wB97M-V def2-TZVPD def2/J DEFGRID3
* xyz 0 1
Cl -2.48 1.41 -0.12
O -2.98 -1.36 0.28
O -1.04 -1.97 -0.23
O 1.12 -0.52 0.20
N -1.84 -1.15 0.12
C 0.08 0.29 -0.35
C -1.31 0.19 0.25
H 0.42 1.28 -0.44
H -1.08 0.11 1.70
H -0.03 0.18 -1.48
H 0.90 -1.43 -0.21
*
```

Properties
- E_HOMO: -0.410 Eh
- LUMO level: -0.405 eV
- Gap between HOMO and LUMO: 10.75 eV

Mulliken atomic charge list, values in e, 6 entries:
1 Cl -0.1138
2 O -0.5725
3 O -0.6267
4 O -0.4992
5 N 1.0184
6 C -0.7205

***

arrangement 2 is preferred energetically. Next in line: 0.080 eV higher.